1.
ORCA calculation (wB97M-V/def2-TZVPD) on 3 unconnected molecules or ions with the total composition C4H13BN2O10PS2.

As for the charge: -1. For the HOMO-LUMO gap, the calculation gives 6.259 eV. Its multiplicity is 1. The value obtained for the LUMO energy is 1.928 eV. The value obtained for the HOMO energy is -0.15916 Eh.

Element x y z (Å)
S -0.091727 -1.157326 -1.393224
S -4.993884 2.177783 0.444929
P 5.291214 0.165726 1.870406
O -0.977011 -1.169298 -2.735208
O -4.134880 1.015050 -0.223521
O -5.685781 2.899615 -0.562415
O 2.536277 0.513161 1.677080
O -3.779721 3.072258 0.955328
O -0.973119 -1.083451 -0.287222
O 0.454108 -2.657265 -1.512015
O 0.986784 -0.267737 -1.555514
O -5.694541 1.636369 1.551016
O 0.622450 1.330172 1.790937
N 5.745840 1.577153 2.466748
N 1.379336 0.562224 2.299687
C -0.702172 -2.346008 -3.502388
C -2.530583 2.356851 0.796539
C -0.322641 -3.384314 -2.467747
C -2.771078 1.459211 -0.389585
B 3.511882 -0.495889 2.288197
H 0.276374 -4.190852 -2.879448
H -2.093935 0.610804 -0.394846
H 6.178337 -0.879070 2.235421
H 3.375450 -1.610040 1.796535
H 4.974638 1.958699 3.002557
H -1.203220 -3.794287 -1.968319
H -1.586611 -2.621672 -4.069498
H 0.124676 -2.135811 -4.183511
H -2.331100 1.785246 1.701952
H 3.379514 -0.581170 3.487375
H 5.457934 0.183253 0.461965
H -1.723104 3.061376 0.629165
H -2.699706 2.009237 -1.331374

Atoms 1-6, force components in eV/Å:
S 0.202 -0.513 -0.129
S 0.499 -0.035 -0.043
P -0.408 0.851 0.493
O -0.158 -0.137 0.119
O 0.045 0.025 0.228
O -0.221 0.167 -0.095


2.
ORCA calculation (wB97M-V/def2-TZVPD) on a molecular structure, C4H3O4Pd.

As for the charge: 0. For the HOMO-LUMO gap (alpha / beta), the calculation gives 6.673 / 6.189 eV. As for the expectation value of S²: 3.78. Its multiplicity is 4. The value obtained for the LUMO energy (alpha / beta) is -0.087 / -2.704 eV. The value obtained for the HOMO energy (alpha / beta) is -0.24841 / -0.32685 Eh.

Element x y z (Å)
Pd 1.196900 1.600246 0.120150
O -2.050406 -0.923014 0.348162
O 4.051461 0.100227 0.254677
O -2.292935 1.264260 0.012206
O 2.106360 -0.863175 -0.034339
C -1.403287 0.259858 0.217709
C 2.870365 0.291401 0.003234
C -0.045072 0.367852 0.034839
C 0.711180 -0.810025 -0.070512
H 0.306497 -1.823363 -0.141095
H -2.994380 -0.801571 0.197996
H -2.456681 1.337302 -0.943030

Atoms 1-6, force components in eV/Å:
Pd 4.603 5.605 0.230
O 0.659 -0.791 0.151
O -2.490 1.480 -0.914
O -0.196 0.866 -0.254
O -0.282 0.116 -0.423
C -0.733 -0.077 -0.606